DFT (ωB97M-V with the def2-TZVPD basis set) results for a 13-piece molecular cluster, C5H35NO12 overall.

Summary:
frontier orbital gap: 10.3 eV
2S+1: 1
charge: 0
energy above the lowest of the compared OMol25 structures with the same formula, charge and spin: 678.2 kJ/mol
HOMO level: -9.984 eV
energy: -31808.6830 eV

Structure (XYZ):
```
53
C5H35NO12 ωB97M-V with the def2-TZVPD basis set
C 1.172 3.412 -1.039
C -0.228 2.920 -1.142
C -0.553 2.228 0.215
C -1.924 1.554 0.186
C -2.350 0.907 -2.045
N -1.888 0.577 -0.868
H 1.909 2.675 -0.751
H 1.328 4.133 -1.849
H 1.253 4.266 -0.266
H -1.023 3.562 -1.489
H -0.208 2.027 -1.893
H 0.308 1.505 0.203
H -0.754 2.912 1.178
H -2.653 2.367 0.096
H -2.308 1.082 1.008
H -2.359 0.088 -2.729
H -2.701 1.825 -2.277
H -1.033 -3.160 -0.482
H -1.523 -3.732 0.805
O -0.801 -3.331 0.502
H 1.702 -1.111 0.691
H 2.680 -0.211 1.051
O 2.320 -0.555 0.285
H -3.466 -1.584 1.575
H -2.487 -2.428 2.133
O -3.035 -2.460 1.465
H -0.150 -2.983 -2.888
H -0.501 -1.605 -2.385
O -0.922 -2.473 -2.734
H 0.540 -1.463 -3.651
H 1.755 -1.045 -2.795
O 1.530 -1.756 -3.400
H -3.156 0.385 3.644
H -2.311 0.639 2.495
O -2.854 1.076 3.109
H 1.126 -0.608 3.167
H 0.932 -1.027 4.565
O 1.598 -0.635 3.921
H -0.743 -0.204 1.455
H -0.670 -1.787 1.699
O -0.842 -0.884 2.146
H 1.233 0.676 -3.809
H -0.194 1.239 -4.275
O 0.319 0.554 -3.933
H 3.350 0.232 3.303
H 2.410 1.419 3.250
O 2.892 0.936 2.676
H 2.905 -0.063 -1.755
H 3.862 -0.510 -2.882
O 3.213 0.133 -2.691
H 1.596 -2.950 3.022
H 0.744 -3.775 1.799
O 0.958 -2.990 2.385
```

Computed Mulliken charges, given in elementary charges: -1.332 0.183 0.757 -1.305 -0.700 -0.035 0.276 0.438 0.319 0.476 -0.265 -0.212 0.244 0.455 0.064 0.340 0.433 0.322 0.234 -0.623 0.234 0.246 -0.513 0.285 0.304 -0.591 0.374 0.303 -0.708 0.395 0.375 -0.745 0.324 0.349 -0.603 0.391 0.301 -0.692 0.300 0.228 -0.473 0.249 0.238 -0.592 0.341 0.272 -0.670 0.358 0.291 -0.636 0.255 0.284 -0.543